Record 1
The following is a quantum chemistry calculation of a molecular structure, C4H6O2, from the Open Molecules 2025 dataset.

Calculated values
E: -306.38285 hartree
energy relative to the best compared isomer or geometry (same formula, charge and spin): 77.5 kcal per mole
frontier orbital gap: 9.9 eV
E_HOMO: -8.98 eV

Each line ends with the Mulliken charge.
Positions of all 12 atoms, in Å:
C: 2.641 0.719 -0.150  0.00
O: 2.760 -0.091 0.737  -0.43
C: -0.335 -0.734 0.331  -0.14
C: -1.624 -0.950 0.595  -0.44
C: -1.919 0.169 -0.370  -0.20
O: -0.476 0.302 -0.579  -0.40
H: 3.371 1.541 -0.284  0.26
H: 1.799 0.689 -0.864  0.17
H: 0.656 -1.079 0.613  0.39
H: -2.205 -1.607 1.222  0.34
H: -2.324 1.096 0.046  0.21
H: -2.418 -0.088 -1.308  0.21

Record 2
The following is a quantum chemistry calculation of a molecular structure, C22H34AlBr2CaClN6O14PS2, from the Open Molecules 2025 dataset.

Calculated values
E: -9905.02162 hartree
net charge: +3
frontier orbital gap: 1.9 eV
E_HOMO: -11.47 eV

Each line ends with the Mulliken charge.
Positions of all 84 atoms, in Å:
N: -1.615 2.422 -3.587  -0.75
P: -1.965 0.900 -3.683  0.27
C: -1.159 -0.126 -2.346  -0.52
N: -1.530 0.096 -1.084  0.11
C: -0.815 -0.760 -0.259  1.29
C: -1.132 -0.585 1.289  -1.57
C: -1.631 -1.891 2.029  0.36
C: -2.204 -1.614 3.431  -0.83
C: -1.510 -0.675 4.486  -1.15
S: 0.171 -1.055 5.018  1.34
O: 0.165 -1.051 6.464  -0.66
O: 0.610 -2.336 4.526  -0.61
O: 1.217 0.102 4.529  -0.47
C: 0.031 -1.548 -1.122  -0.53
Br: 1.318 -2.976 -0.782  -0.13
N: -0.262 -1.083 -2.407  0.40
H: -1.194 2.738 -4.456  0.23
H: -3.346 0.629 -3.516  0.16
H: -1.624 0.340 -4.942  0.17
H: -2.211 0.759 -0.737  0.33
H: -0.255 -0.142 1.757  0.37
H: -1.944 0.157 1.397  0.56
H: -2.507 -2.282 1.483  0.16
H: -0.791 -2.789 2.018  0.38
H: -2.471 -2.709 3.946  0.21
H: -3.161 -1.126 3.230  0.66
H: -2.101 -0.692 5.408  0.52
H: -1.554 0.366 4.119  0.40
H: 0.797 0.972 4.576  0.34
H: 0.168 -1.413 -3.259  0.25
C: 1.553 0.929 8.476  -0.07
C: 2.662 1.888 8.113  -0.38
O: 2.000 3.198 8.063  -0.30
S: 0.832 3.211 9.163  1.08
O: 1.291 3.867 10.325  -0.46
O: -0.392 3.641 8.495  -0.60
O: 0.749 1.673 9.421  -0.31
H: 0.931 0.683 7.617  0.16
H: 1.918 0.011 8.924  0.32
H: 3.123 1.651 7.161  0.39
H: 3.428 1.930 8.883  0.29
Cl: -3.819 -3.741 3.863  -0.40
Ca: -0.340 5.687 7.489  1.26
C: 2.550 4.439 -7.845  -0.29
C: 1.719 3.394 -7.803  -0.34
C: 0.466 3.439 -7.012  0.18
O: -0.282 2.473 -6.965  -0.55
C: 0.165 4.685 -6.273  -0.26
C: 0.990 5.731 -6.312  -0.53
C: 2.247 5.692 -7.102  0.24
O: 2.997 6.635 -7.141  -0.46
H: 3.471 4.425 -8.416  0.48
H: 1.921 2.473 -8.342  0.71
H: -0.756 4.697 -5.702  0.47
H: 0.785 6.650 -5.778  0.46
O: 4.841 -0.081 8.452  -0.59
H: 4.995 -0.953 8.071  0.30
H: 5.314 -0.107 9.292  0.31
O: -1.996 1.012 10.087  -0.68
H: -1.071 1.263 10.020  0.34
C: 4.465 0.591 -6.976  0.78
O: 4.331 1.737 -7.382  -0.55
N: 5.634 -0.056 -6.883  -0.41
N: 3.335 -0.092 -6.559  -0.22
H: 5.731 -0.997 -6.545  0.18
H: 6.460 0.441 -7.179  0.26
H: 2.466 0.406 -6.660  0.17
H: 3.320 -1.029 -6.188  0.22
C: -3.956 -5.363 -0.969  -0.67
C: -4.161 -6.030 -2.168  -0.54
C: -3.812 -5.428 -3.368  -0.48
C: -3.254 -4.160 -3.350  -0.27
C: -3.050 -3.479 -2.160  0.25
C: -3.405 -4.087 -0.967  -0.01
N: -2.869 -3.542 -4.624  0.95
O: -3.088 -4.160 -5.631  -0.54
O: -2.341 -2.428 -4.614  -0.63
H: -4.226 -5.836 -0.034  0.46
H: -4.592 -7.021 -2.169  0.42
H: -3.975 -5.951 -4.299  0.49
H: -2.622 -2.487 -2.153  0.29
H: -3.252 -3.569 -0.031  0.39
Br: 0.674 -2.386 1.595  -0.04
Al: 2.398 1.800 -5.439  0.48

Record 3
The following is a quantum chemistry calculation of a molecular structure, C61H41CsN14OSi, from the Open Molecules 2025 dataset.

Calculated values
E: -3500.43498 hartree
net charge: -2
energy relative to the best compared isomer or geometry (same formula, charge and spin): 0.0 kcal per mole
frontier orbital gap (alpha / beta): 2.0 / 2.0 eV
E_HOMO (alpha / beta): 0.85 / 0.85 eV

Each line ends with the Mulliken charge.
Positions of all 119 atoms, in Å:
Cs: -0.550 -0.402 -0.613  0.75
C: 6.492 -1.052 1.970  -0.60
C: 5.792 -1.166 3.208  -0.59
C: 4.443 -1.151 3.247  -0.19
C: 3.724 -1.154 2.081  0.35
C: 2.274 -1.244 1.844  -0.52
N: 2.086 -1.484 0.473  -0.03
C: 3.314 -1.507 -0.130  0.03
N: 3.469 -1.823 -1.354  -0.37
C: 2.648 -2.458 -2.132  -0.37
C: 3.088 -3.175 -3.372  0.06
C: 4.374 -3.442 -3.927  -0.45
C: 4.367 -4.001 -5.198  -0.43
C: 3.155 -4.317 -5.871  -0.58
C: 1.924 -4.286 -5.232  -0.26
C: 1.924 -3.744 -3.938  0.25
C: 0.861 -3.476 -2.910  -0.37
N: -0.302 -4.064 -2.963  -0.41
C: -1.062 -4.137 -1.857  -0.18
N: -1.096 -3.534 -0.688  -0.09
C: -1.983 -4.148 0.145  -0.21
N: -2.217 -3.830 1.416  -0.42
C: -1.563 -2.969 2.118  -0.30
N: -0.535 -2.183 1.689  0.26
C: 0.181 -1.869 2.821  -0.24
N: 1.362 -1.274 2.794  -0.42
C: -0.567 -2.255 4.040  0.12
C: -0.338 -2.073 5.414  0.13
C: -1.247 -2.582 6.347  -0.73
C: -2.237 -3.463 5.901  -0.20
C: -2.500 -3.658 4.565  -0.71
C: -1.731 -2.947 3.610  0.23
C: -2.689 -5.192 -0.585  0.03
C: -3.802 -5.979 -0.317  -0.07
C: -4.265 -6.806 -1.321  -0.69
C: -3.699 -6.736 -2.612  -0.32
C: -2.617 -5.913 -2.932  -0.50
C: -2.089 -5.190 -1.861  0.25
N: 1.325 -2.557 -1.997  0.20
C: 4.413 -1.220 0.840  0.02
C: 5.795 -1.179 0.785  -0.24
H: 7.557 -0.933 1.922  0.41
H: 6.360 -1.113 4.126  0.36
H: 3.875 -1.136 4.168  0.50
H: 5.272 -3.096 -3.396  0.45
H: 5.326 -4.163 -5.648  0.38
H: 3.170 -4.683 -6.885  0.36
H: 1.022 -4.565 -5.766  0.46
H: 0.605 -1.615 5.787  0.36
H: -1.077 -2.431 7.428  0.33
H: -2.796 -4.011 6.667  0.33
H: -3.368 -4.203 4.224  0.42
H: -4.218 -5.984 0.693  0.45
H: -5.158 -7.379 -1.139  0.36
H: -4.226 -7.317 -3.383  0.30
H: -2.055 -6.031 -3.860  0.39
H: 6.311 -1.119 -0.152  0.45
N: -5.358 0.686 1.318  -0.05
C: -4.206 0.248 0.871  -0.25
N: -3.658 0.428 -0.324  -0.18
C: -4.402 1.240 -1.176  -0.14
N: -3.920 1.759 -2.285  -0.75
N: -2.643 1.524 -2.535  0.46
C: -2.119 1.988 -3.658  -0.70
C: -0.648 1.876 -3.779  0.62
C: -0.031 2.714 -4.745  -0.69
C: 1.261 2.538 -5.104  -0.41
C: 1.976 1.408 -4.560  -0.72
C: 1.303 0.644 -3.613  -0.33
N: 0.052 0.874 -3.198  -0.06
C: -5.701 1.688 -0.805  0.76
C: -6.543 2.386 -1.657  -0.09
C: -7.803 2.840 -1.278  -0.90
C: -8.342 2.374 -0.098  -0.30
C: -7.605 1.579 0.817  -1.10
C: -6.242 1.310 0.454  0.35
H: -5.751 0.490 2.211  0.23
H: -3.672 -0.496 1.458  0.57
H: -2.779 2.437 -4.476  0.25
H: -0.541 3.531 -5.154  0.46
H: 1.663 3.236 -5.860  0.36
H: 2.954 1.025 -4.852  0.45
H: 1.734 -0.258 -3.177  0.49
H: -6.234 2.550 -2.685  0.40
H: -8.376 3.451 -1.973  0.37
H: -9.295 2.710 0.201  0.40
H: -8.018 1.215 1.703  0.43
O: 5.227 -10.035 -1.524  -0.16
C: 4.169 -10.489 -1.673  0.16
C: -1.412 4.480 4.566  -1.57
C: -0.162 4.086 4.052  0.42
N: 0.778 4.121 3.344  0.17
H: -1.983 3.546 4.792  0.23
H: -1.892 5.235 3.888  0.35
H: -1.237 4.962 5.529  0.36
C: 5.896 5.191 2.807  -0.52
C: 5.519 4.604 1.593  -0.25
C: 4.246 4.500 1.146  -0.66
C: 3.177 4.668 2.055  0.40
C: 3.503 5.056 3.361  -0.34
C: 4.813 5.490 3.649  -0.38
Si: 1.414 4.052 1.788  0.02
C: 0.737 5.278 0.505  0.49
C: -0.113 6.216 1.116  -0.32
C: -1.008 6.969 0.373  -0.77
C: -1.091 6.685 -1.029  -0.65
C: 0.026 6.071 -1.592  -0.20
C: 0.895 5.377 -0.880  -0.38
H: 6.937 5.314 3.109  0.36
H: 6.326 4.186 1.011  0.32
H: 4.068 4.228 0.157  0.41
H: 2.769 4.945 4.151  0.35
H: 5.043 5.885 4.703  0.23
H: 1.522 2.706 1.258  -0.12
H: -0.093 6.250 2.202  0.37
H: -1.766 7.624 0.870  0.34
H: -1.915 7.164 -1.597  0.37
H: 0.239 6.090 -2.663  0.32
H: 1.792 4.966 -1.388  0.22

Record 4
The following is a quantum chemistry calculation of a molecular structure, C28H57IrNOSi2Te2, from the Open Molecules 2025 dataset.

Calculated values
spin multiplicity: 2
E: -2449.85488 hartree
net charge: +2
energy relative to the best compared isomer or geometry (same formula, charge and spin): 84.7 kcal per mole
frontier orbital gap (alpha / beta): 6.2 / 6.0 eV
E_HOMO (alpha / beta): -13.75 / -13.74 eV

Each line ends with the Mulliken charge.
Positions of all 92 atoms, in Å:
Ir: -0.318 0.506 -1.256  1.99
C: -0.924 1.469 0.681  -0.37
C: -0.256 2.504 -0.063  -0.71
C: -1.259 3.071 -0.958  0.24
C: -2.457 2.347 -0.737  -0.28
C: -2.289 1.384 0.272  -1.08
C: -3.324 0.440 0.808  2.38
C: -4.674 1.155 0.952  -1.80
C: -3.466 -0.724 -0.190  -1.38
C: -2.902 -0.130 2.165  -1.95
C: -1.223 4.146 -2.022  2.20
C: -2.646 4.644 -2.330  -1.91
C: -0.408 5.395 -1.671  -2.02
C: -0.654 3.504 -3.303  -1.15
C: 1.163 2.905 0.318  2.23
C: 1.176 4.248 1.063  -1.72
C: 2.070 2.917 -0.921  -1.53
C: 1.772 1.874 1.287  -1.84
H: -0.550 1.038 1.593  0.92
H: -3.380 2.514 -1.256  0.45
H: -5.075 1.459 -0.010  0.35
H: -4.571 2.037 1.575  0.45
H: -5.393 0.487 1.417  0.44
H: -3.789 -0.358 -1.164  0.04
H: -4.206 -1.432 0.172  0.53
H: -2.510 -1.246 -0.298  0.16
H: -2.801 0.666 2.896  0.42
H: -1.954 -0.668 2.091  0.13
H: -3.658 -0.823 2.522  0.50
H: -3.144 4.964 -1.418  0.45
H: -3.251 3.892 -2.827  0.30
H: -2.595 5.501 -2.995  0.46
H: -0.771 5.836 -0.747  0.42
H: -0.538 6.131 -2.461  0.55
H: 0.655 5.207 -1.592  0.29
H: -1.264 2.646 -3.587  -0.49
H: 0.371 3.170 -3.167  0.16
H: -0.682 4.233 -4.108  0.63
H: 0.925 5.087 0.432  0.27
H: 2.170 4.425 1.466  0.48
H: 0.475 4.221 1.892  0.39
H: 1.793 3.681 -1.636  0.15
H: 2.028 1.939 -1.417  0.12
H: 3.097 3.107 -0.622  0.52
H: 1.277 1.897 2.254  0.46
H: 2.816 2.125 1.452  0.65
H: 1.728 0.860 0.875  -0.05
C: -3.237 0.709 -4.386  -1.10
Te: -1.684 -0.505 -3.510  0.24
C: -0.261 -0.085 -5.061  -0.93
H: -2.909 1.726 -4.573  0.34
H: -4.098 0.708 -3.727  0.35
H: -3.513 0.245 -5.327  0.45
H: -0.589 -0.574 -5.975  0.42
H: 0.700 -0.495 -4.769  0.29
H: -0.179 0.986 -5.225  0.30
O: 1.740 -2.605 -3.149  -0.51
C: 1.341 -1.858 -2.355  0.54
N: 0.950 -1.117 -1.504  -0.60
C: -1.753 -4.182 2.100  -0.96
Si: -0.214 -4.495 3.178  0.18
C: -0.620 -4.704 5.027  -1.08
C: 0.823 -5.932 2.491  -1.08
C: 0.844 -2.848 3.113  -1.02
Te: 0.886 -2.089 1.128  0.00
C: 2.518 -3.273 0.549  -0.82
Si: 4.199 -2.264 0.705  0.12
C: 5.544 -3.606 0.658  -1.12
C: 4.140 -1.303 2.349  -0.86
C: 4.229 -1.066 -0.770  -0.34
H: -2.381 -5.066 2.058  0.49
H: -1.470 -3.932 1.076  0.34
H: -2.360 -3.370 2.492  0.16
H: -1.202 -5.607 5.178  0.37
H: -1.195 -3.867 5.413  0.34
H: 0.285 -4.792 5.618  0.35
H: 0.351 -6.876 2.750  0.39
H: 1.825 -5.957 2.912  0.38
H: 0.905 -5.905 1.407  0.35
H: 1.852 -3.050 3.461  0.48
H: 0.393 -2.103 3.759  0.68
H: 2.386 -3.565 -0.486  0.63
H: 2.548 -4.150 1.185  0.27
H: 5.483 -4.280 1.508  0.35
H: 6.527 -3.146 0.677  0.36
H: 5.480 -4.205 -0.247  0.37
H: 4.204 -1.960 3.211  0.37
H: 3.228 -0.714 2.442  0.20
H: 4.978 -0.618 2.418  0.41
H: 4.329 -1.604 -1.708  0.33
H: 5.070 -0.384 -0.697  0.42
H: 3.319 -0.474 -0.823  -0.29

- E of number 4 (C28H57IrNOSi2Te2)?
  -2449.85488 hartree